# 1
ORCA calculation (wB97M-V/def2-TZVPD) on a molecular structure, C10H6BiCl2N2O3Rh.

Computed properties:
- Total energy: -1963.58580 Eh
- Expectation value of S²: 6.035
- Highest occupied orbital energy (alpha / beta): -20.5376 / -21.5365 eV
- Energy above the lowest of the compared OMol25 structures with the same formula, charge and spin: 23.4 kcal/mol
- Lowest unoccupied orbital energy (alpha / beta): -15.1 / -18.8 eV

Structure (ORCA input):
```
! wB97M-V def2-TZVPD RIJCOSX def2/J DEFGRID3
* xyz 4 5
C 0.290 2.070 4.162
C -0.190 1.547 2.976
C 1.086 1.230 4.949
O -1.285 -3.243 0.996
C 1.383 -0.068 4.516
N -0.858 2.172 1.907
H 1.959 -0.711 5.166
C 0.968 -0.541 3.269
C 0.207 0.302 2.491
C -0.753 1.409 0.803
C 0.261 -2.955 -7.989
H 0.065 3.098 4.443
C -0.625 -2.349 0.618
H -1.350 3.057 1.908
O -1.116 0.156 -9.090
C -0.314 -0.011 -8.268
O 0.471 -3.728 -8.804
Cl -1.121 1.217 -5.335
Bi -0.270 -1.010 -6.072
N -0.096 0.274 1.108
H -1.156 1.571 -0.191
H 1.109 -1.530 2.856
Rh 0.118 -1.005 -0.276
H 1.471 1.551 5.912
Cl -0.253 -2.504 -2.058
*
```


# 2
ORCA calculation (wB97M-V/def2-TZVPD) on a molecular structure, C10H6Cl2ErFeN2O3.

Computed properties:
- Total energy: -3917.42573 Eh
- Expectation value of S²: 20.050
- Highest occupied orbital energy (alpha / beta): -21.4422 / -21.6218 eV
- Energy above the lowest of the compared OMol25 structures with the same formula, charge and spin: 0.0 kcal/mol
- Lowest unoccupied orbital energy (alpha / beta): -14.7 / -15.9 eV

Structure (ORCA input):
```
! wB97M-V def2-TZVPD RIJCOSX def2/J DEFGRID3
* xyz 4 9
C -2.326 2.715 3.879
C 2.738 -3.724 -7.493
H 0.804 2.288 2.499
C -0.967 2.923 3.643
Cl 0.229 -3.456 -5.485
H -4.082 1.459 3.333
H -1.639 -1.446 0.154
C 2.200 -0.279 1.882
C 4.445 -2.574 -6.804
O 3.086 -4.293 -8.452
H -0.477 3.709 4.191
Er 2.417 -2.440 -5.493
C -1.639 -0.551 0.801
C -2.314 0.937 2.327
Cl 2.384 -0.007 -1.390
N -2.691 -0.162 1.546
O 2.779 -0.543 2.857
H -3.633 -0.561 1.593
N -0.588 0.276 1.049
O 5.332 -2.771 -7.546
Fe 1.102 0.110 0.360
H -2.891 3.321 4.570
C -0.258 2.170 2.712
C -3.027 1.701 3.227
C -0.985 1.197 2.039
*
```


# 3
ORCA calculation (wB97M-V/def2-TZVPD) on a molecular structure, C10H6GaNO5S.

Computed properties:
- Total energy: -3137.75677 Eh
- Highest occupied orbital energy: -16.8955 eV
- Energy above the lowest of the compared OMol25 structures with the same formula, charge and spin: 63.2 kcal/mol
- Lowest unoccupied orbital energy: -9.3 eV

Structure (ORCA input):
```
! wB97M-V def2-TZVPD RIJCOSX def2/J DEFGRID3
* xyz 2 1
C 0.463 -1.184 3.957
C -0.632 1.269 -0.083
O -0.615 3.140 -7.255
C -0.388 -1.754 3.086
H 0.356 -1.385 5.037
C 1.623 -0.079 2.212
C -2.520 0.865 -2.237
O -0.728 1.520 1.054
C 1.491 -0.333 3.528
S 0.980 -0.376 -0.370
C 1.317 0.950 -2.203
H 2.177 0.131 4.235
O -3.660 0.773 -2.449
O -0.602 -2.224 -1.847
O 2.465 0.877 -2.353
N -0.284 -1.511 1.726
Ga -0.690 1.059 -2.069
H -1.205 -2.419 3.365
C 0.740 -0.666 1.344
C -0.579 -1.063 -1.821
H -0.902 -1.913 1.068
C -0.629 3.119 -6.120
H 2.395 0.587 1.794
H -0.573 0.617 -3.597
*
```


# 4
ORCA calculation (wB97M-V/def2-TZVPD) on a molecular structure, C10H6IOsTe4.

Computed properties:
- Total energy: -1844.87089 Eh
- Highest occupied orbital energy (alpha / beta): -10.9458 / -10.9440 eV
- Lowest unoccupied orbital energy (alpha / beta): -5.6 / -5.6 eV

Structure (ORCA input):
```
! wB97M-V def2-TZVPD RIJCOSX def2/J DEFGRID3
* xyz 1 1
Te 0.838 -4.332 0.153
C -0.758 -0.888 -1.270
C 0.728 2.956 -0.420
C 0.354 0.624 0.240
H -1.160 -1.863 -1.509
I 1.152 -0.623 2.792
H -0.472 2.177 -2.688
Os -0.037 -2.302 1.195
H 0.627 3.732 -1.168
C 1.453 2.216 1.748
C 0.233 1.663 -0.718
H -1.348 -0.075 -3.176
Te -2.246 -2.999 1.867
C 0.978 0.973 1.453
Te -3.009 -5.520 1.240
Te -0.859 -6.448 0.010
C -0.387 1.383 -1.957
C -0.153 -0.691 -0.039
C 1.320 3.231 0.780
H 1.693 4.222 0.996
C -0.873 0.134 -2.227
H 1.925 2.429 2.698
*
```


# 5
ORCA calculation (wB97M-V/def2-TZVPD) on a molecular structure, C10H6N2O5Pd.

Computed properties:
- Total energy: -997.55180 Eh
- Expectation value of S²: 2.009
- Highest occupied orbital energy (alpha / beta): -16.5052 / -17.3959 eV
- Energy above the lowest of the compared OMol25 structures with the same formula, charge and spin: 0.0 kcal/mol
- Lowest unoccupied orbital energy (alpha / beta): -8.4 / -12.1 eV

Structure (ORCA input):
```
! wB97M-V def2-TZVPD RIJCOSX def2/J DEFGRID3
* xyz 2 3
C -1.357 -1.509 0.179
C 0.977 0.003 4.771
C 0.856 1.065 2.587
Pd 0.420 -1.005 -0.253
N 0.480 -0.084 2.036
H -0.080 -2.065 2.299
C 2.343 -1.163 -0.088
C 0.156 -0.100 -2.028
H 1.216 0.037 5.853
C 1.145 1.180 3.983
H 0.968 1.927 1.935
H 0.366 -2.080 4.732
O -2.413 -1.858 0.457
H 1.710 1.881 6.462
C 1.615 2.504 4.481
O 3.451 -1.272 0.174
O -1.097 4.528 -0.062
C 0.521 -1.146 4.170
O -0.083 0.087 -3.150
H 2.204 3.483 6.164
C -0.615 3.797 0.688
O 1.733 3.462 3.706
N 1.918 2.575 5.789
C 0.258 -1.155 2.786
*
```


# 6
ORCA calculation (wB97M-V/def2-TZVPD) on a molecular structure, C10H6NO5Pd.

Computed properties:
- Total energy: -943.11954 Eh
- Expectation value of S²: 2.017
- Highest occupied orbital energy (alpha / beta): -10.3901 / -13.7758 eV
- Energy above the lowest of the compared OMol25 structures with the same formula, charge and spin: 0.0 kcal/mol
- Lowest unoccupied orbital energy (alpha / beta): -3.6 / -5.2 eV

Structure (ORCA input):
```
! wB97M-V def2-TZVPD RIJCOSX def2/J DEFGRID3
* xyz 1 3
H 1.643 3.298 0.070
C 1.265 2.458 0.664
H 1.760 3.260 2.606
C -2.375 -1.430 0.871
C 0.687 1.366 -0.007
C 0.614 0.271 -4.369
C 0.817 1.323 2.746
O 1.038 0.576 -5.401
C 0.637 -2.456 0.313
C -1.465 -0.031 -1.778
O -1.996 0.637 -2.542
H 0.512 -1.425 -1.422
H 0.662 1.357 -1.106
C -1.574 -3.055 -1.616
O -3.129 -1.256 1.718
H 0.839 1.237 3.837
Pd -0.895 -1.432 -0.486
C 1.321 2.434 2.062
O -1.807 -3.915 -2.341
N 0.153 0.333 0.662
H -0.140 -0.612 2.522
O 1.184 -3.210 0.996
C 0.250 0.273 2.000
*
```